Here is a 13-piece molecular cluster, C90H121F9N4O4 overall at a distorted geometry from OMol25. Energies are from ωB97M-V with the def2-TZVPD basis set.

The geometry in ORCA input format:
```
! RIJCOSX wB97M-V def2-TZVPD def2/J DEFGRID3
* xyz 0 1
C 1.777 -6.661 -0.733
C 1.550 -5.249 -1.201
C 1.042 -4.284 -0.059
C 2.118 -3.644 0.871
C 3.318 -3.095 -0.034
C 3.813 -4.064 -1.105
N 2.643 -4.597 -1.890
O 3.148 -5.537 -2.948
C 4.677 -3.276 -2.101
C 4.656 -5.207 -0.520
C 0.371 -5.483 -2.227
H 2.396 -6.751 0.171
H 2.251 -7.224 -1.527
H 0.811 -7.163 -0.587
H 0.559 -3.485 -0.587
H 0.236 -4.838 0.467
H 2.575 -4.339 1.573
H 1.678 -2.953 1.576
H 4.202 -2.844 0.612
H 2.982 -2.109 -0.372
H 3.956 -2.594 -2.597
H 5.355 -2.737 -1.484
H 5.239 -3.886 -2.758
H 4.857 -6.138 -1.073
H 5.609 -4.730 -0.224
H 4.237 -5.632 0.383
H -0.482 -5.829 -1.584
H 0.612 -6.197 -2.968
H 0.113 -4.528 -2.693
H 2.441 -5.345 -3.564
C 5.870 1.093 -2.792
C 5.389 1.747 -1.506
C 5.062 0.739 -0.375
C 6.241 0.218 0.413
C 7.141 1.348 0.940
C 7.524 2.278 -0.245
N 6.332 2.737 -0.923
O 6.628 3.819 -1.830
C 8.196 3.518 0.343
C 8.607 1.700 -1.161
C 4.066 2.464 -1.884
H 6.638 0.336 -2.718
H 6.254 1.858 -3.497
H 4.983 0.569 -3.206
H 4.426 1.347 0.300
H 4.409 -0.132 -0.737
H 6.974 -0.374 -0.221
H 5.784 -0.420 1.121
H 8.084 0.829 1.297
H 6.738 1.967 1.756
H 8.572 4.108 -0.470
H 7.434 4.097 0.915
H 9.036 3.063 0.910
H 8.443 0.726 -1.545
H 8.823 2.417 -1.981
H 9.523 1.551 -0.599
H 4.071 3.069 -2.758
H 3.797 2.955 -0.916
H 3.382 1.688 -2.061
H 7.147 3.429 -2.534
C -5.799 0.153 -1.986
C -6.704 0.031 -0.766
C -7.390 -1.356 -0.813
C -8.184 -1.747 0.440
C -7.222 -1.813 1.614
C -6.420 -0.498 1.794
N -5.764 -0.125 0.452
O -5.206 1.160 0.695
C -7.297 0.575 2.329
C -5.274 -0.749 2.788
C -7.814 1.166 -0.711
H -6.343 -0.188 -2.929
H -4.982 -0.584 -1.892
H -5.359 1.123 -2.157
H -8.142 -1.365 -1.671
H -6.602 -2.058 -1.132
H -8.603 -2.747 0.226
H -9.059 -1.111 0.673
H -6.480 -2.602 1.341
H -7.766 -2.172 2.604
H -6.689 1.476 2.269
H -8.248 0.730 1.743
H -7.426 0.474 3.373
H -4.611 -1.475 2.395
H -4.786 0.166 3.060
H -5.696 -1.099 3.705
H -8.690 0.790 -0.146
H -7.985 1.341 -1.737
H -7.500 2.119 -0.348
H -4.302 1.086 0.356
C -1.925 -0.626 -1.144
C -1.134 0.230 -0.205
C 0.373 -0.078 -0.446
C 1.272 0.866 0.383
C 0.900 2.292 -0.027
C -0.554 2.652 -0.003
N -1.299 1.566 -0.663
O -2.680 1.867 -0.565
C -0.988 2.907 1.427
C -0.692 3.991 -0.810
C -1.542 -0.025 1.240
H -1.713 -1.645 -0.950
H -1.766 -0.322 -2.205
H -3.010 -0.520 -0.988
H 0.483 -1.108 -0.177
H 0.506 0.099 -1.517
H 2.302 0.655 0.189
H 1.172 0.648 1.455
H 1.159 2.396 -1.131
H 1.520 2.995 0.489
H -0.785 3.932 1.699
H -2.034 2.642 1.452
H -0.432 2.269 2.183
H -1.700 4.477 -0.653
H 0.027 4.750 -0.550
H -0.626 3.812 -1.919
H -2.513 0.462 1.470
H -0.841 0.442 1.925
H -1.618 -1.063 1.559
H -3.030 2.078 -1.459
F -2.170 7.409 2.111
C -2.012 6.406 3.010
C -2.964 5.392 3.041
C -2.778 4.308 3.889
C -1.705 4.258 4.750
C -0.858 5.344 4.869
C -0.978 6.409 3.965
H -3.746 5.359 2.243
H -3.479 3.408 3.886
H -1.623 3.469 5.441
H -0.092 5.195 5.612
H -0.290 7.219 4.089
F 0.617 -2.697 -4.510
C 1.409 -1.635 -4.567
C 2.610 -1.756 -5.248
C 3.431 -0.711 -5.375
C 3.063 0.550 -4.954
C 1.783 0.699 -4.375
C 0.941 -0.387 -4.211
H 2.937 -2.734 -5.543
H 4.324 -0.802 -5.999
H 3.836 1.350 -5.057
H 1.383 1.646 -4.106
H -0.062 -0.218 -3.794
F -1.831 -6.797 -0.113
C -3.074 -6.185 -0.250
C -3.075 -4.840 -0.178
C -4.320 -4.227 -0.172
C -5.480 -4.968 -0.330
C -5.433 -6.324 -0.589
C -4.179 -6.958 -0.473
H -2.158 -4.247 0.014
H -4.457 -3.182 -0.200
H -6.502 -4.479 -0.432
H -6.325 -6.884 -0.788
H -3.994 -8.044 -0.607
F -0.629 -2.927 2.629
C -0.155 -2.716 3.869
C 0.291 -1.474 4.247
C 0.832 -1.351 5.534
C 0.880 -2.405 6.414
C 0.338 -3.591 6.013
C -0.190 -3.809 4.751
H 0.221 -0.615 3.557
H 1.043 -0.380 5.889
H 1.314 -2.220 7.411
H 0.368 -4.402 6.767
H -0.676 -4.722 4.462
F -5.115 9.409 -0.796
C -3.782 9.066 -1.009
C -2.892 10.141 -1.152
C -1.565 9.735 -1.375
C -1.226 8.363 -1.622
C -2.198 7.382 -1.364
C -3.527 7.732 -1.111
H -3.185 11.191 -1.237
H -0.845 10.476 -1.665
H -0.247 8.085 -2.041
H -1.973 6.351 -1.572
H -4.328 6.932 -1.057
F 4.797 -0.776 6.780
C 5.562 -1.603 6.120
C 6.929 -1.580 6.381
C 7.752 -2.519 5.741
C 7.151 -3.475 4.951
C 5.824 -3.431 4.591
C 5.031 -2.469 5.234
H 7.353 -1.085 7.265
H 8.775 -2.564 5.910
H 7.816 -4.253 4.557
H 5.431 -4.213 3.950
H 3.976 -2.245 5.096
F 1.920 2.439 5.911
C 2.701 2.680 4.837
C 3.392 1.589 4.395
C 4.257 1.819 3.344
C 4.501 3.088 2.750
C 3.738 4.166 3.334
C 2.742 3.960 4.323
H 3.330 0.670 5.002
H 4.812 0.979 2.982
H 5.105 3.190 1.827
H 3.849 5.127 2.911
H 2.119 4.807 4.699
F -5.776 -6.025 -3.758
C -4.943 -4.957 -3.785
C -5.418 -3.707 -4.179
C -4.576 -2.562 -4.033
C -3.243 -2.713 -3.713
C -2.776 -4.008 -3.441
C -3.608 -5.089 -3.453
H -6.432 -3.679 -4.554
H -5.041 -1.651 -4.355
H -2.650 -1.841 -3.603
H -1.746 -4.112 -3.274
H -3.271 -6.067 -3.134
F -4.491 4.928 -3.998
C -4.136 3.677 -4.380
C -5.162 2.776 -4.630
C -4.776 1.575 -5.231
C -3.457 1.249 -5.413
C -2.434 2.156 -5.149
C -2.796 3.420 -4.642
H -6.217 3.034 -4.274
H -5.559 0.828 -5.399
H -3.150 0.262 -5.776
H -1.405 1.737 -5.265
H -2.106 4.207 -4.521
*
```

Highest occupied orbital energy = -0.3121 hartree
Maximum force = 0.05902 hartree/bohr
E_LUMO = 0.0178 Ha
Kohn-Sham gap = 8.98 eV